{"formula": "C45H94F8N2O31S10", "method": "ωB97M-V with the def2-TZVPD basis set", "elements": ["O", "S", "O", "O", "C", "C", "C", "H", "H", "H", "H", "H", "H", "H", "H", "O", "S", "O", "O", "C", "C", "C", "H", "H", "H", "H", "H", "H", "H", "H", "O", "S", "O", "O", "C", "C", "C", "H", "H", "H", "H", "H", "H", "H", "H", "O", "S", "O", "O", "C", "C", "C", "H", "H", "H", "H", "H", "H", "H", "H", "O", "S", "O", "O", "C", "C", "C", "H", "H", "H", "H", "H", "H", "H", "H", "O", "S", "O", "O", "C", "C", "C", "H", "H", "H", "H", "H", "H", "H", "H", "O", "S", "O", "O", "C", "C", "C", "H", "H", "H", "H", "H", "H", "H", "H", "O", "S", "O", "O", "C", "C", "C", "H", "H", "H", "H", "H", "H", "H", "H", "O", "S", "O", "O", "C", "C", "C", "H", "H", "H", "H", "H", "H", "H", "H", "O", "S", "O", "O", "C", "C", "C", "H", "H", "H", "H", "H", "H", "H", "H", "N", "C", "C", "C", "C", "C", "H", "H", "H", "H", "H", "N", "C", "C", "C", "C", "C", "H", "H", "H", "H", "H", "C", "C", "C", "F", "F", "F", "F", "O", "C", "C", "F", "F", "F", "F", "H", "H", "H", "H"], "xyz": [[2.9235, -3.8322, 2.6323], [4.1039, -3.0697, 2.2068], [4.8326, -3.3640, 0.9956], [3.6252, -1.4659, 2.0787], [4.6233, -0.4839, 1.6916], [3.8453, 0.7045, 1.0981], [5.2929, -2.8763, 3.6537], [5.4409, -0.8263, 1.0572], [5.1021, -0.0884, 2.5874], [3.1866, 1.0718, 1.8850], [3.1253, 0.4480, 0.3211], [4.4686, 1.5654, 0.8562], [6.1639, -2.5577, 3.0810], [5.5028, -3.7995, 4.1939], [4.9554, -2.0707, 4.3058], [-4.1529, 0.2678, 0.6747], [-4.1311, 1.6054, 1.2326], [-3.7501, 2.7584, 0.4349], [-5.6329, 1.9149, 1.9305], [-6.2345, 1.0039, 2.8036], [-7.7212, 1.1952, 2.6669], [-3.0040, 1.6351, 2.7411], [-5.8942, 1.3558, 3.7775], [-5.9437, -0.0360, 2.6552], [-8.3095, 0.7469, 3.4676], [-8.1350, 0.9286, 1.6944], [-7.9361, 2.2578, 2.7804], [-3.4069, 2.3327, 3.4754], [-1.9482, 1.7971, 2.5244], [-3.0883, 0.5879, 3.0314], [-4.3951, -2.9401, -5.0855], [-3.5771, -1.8429, -4.5842], [-3.1364, -1.7952, -3.1972], [-2.2160, -1.7811, -5.5777], [-1.0510, -1.2690, -5.0268], [-0.0980, -0.9980, -6.1861], [-4.3026, -0.2214, -5.0336], [-0.7805, -1.8622, -4.1533], [-1.3752, -0.3363, -4.5653], [0.7873, -0.4685, -5.8341], [-0.4588, -0.5342, -7.1041], [0.2548, -1.9460, -6.5924], [-3.4333, 0.3256, -5.3985], [-4.7576, 0.0549, -4.0824], [-5.0272, -0.3622, -5.8357], [6.7653, -4.7102, -2.0480], [6.7440, -3.4836, -2.8039], [7.6326, -3.1523, -3.9324], [5.1572, -3.2221, -3.3479], [4.0545, -3.4749, -2.5320], [2.8195, -3.2457, -3.2790], [6.9001, -2.1436, -1.5601], [4.0771, -2.8269, -1.6558], [4.1299, -4.4762, -2.1081], [1.9805, -3.4189, -2.6051], [2.7049, -4.0250, -4.0325], [2.8246, -2.2713, -3.7675], [7.9303, -2.2479, -1.2198], [6.2559, -2.3962, -0.7178], [6.6478, -1.1551, -1.9439], [1.1407, 0.8597, 3.8263], [1.5749, -0.0122, 4.8837], [2.9729, -0.2706, 5.1450], [0.8149, 0.3822, 6.2908], [-0.5391, 0.7673, 6.2663], [-1.3473, -0.3429, 6.9736], [0.6807, -1.6315, 4.5847], [-1.0071, 0.8537, 5.2856], [-0.6350, 1.6960, 6.8288], [-1.5927, -1.1792, 6.3191], [-2.2978, 0.0957, 7.2772], [-0.8396, -0.7834, 7.8317], [0.6798, -2.2011, 5.5141], [1.1855, -2.1326, 3.7588], [-0.3450, -1.4719, 4.2524], [-1.8805, -8.2145, 5.0360], [-2.5348, -7.9940, 3.7092], [-3.9777, -8.1877, 3.5123], [-2.0926, -6.4978, 3.1833], [-0.7765, -6.0537, 3.2353], [-0.7541, -4.7465, 3.9642], [-1.6507, -8.9810, 2.4338], [-0.2813, -5.8323, 2.2899], [-0.1156, -6.7687, 3.7253], [0.2369, -4.4306, 4.2902], [-1.4773, -4.6847, 4.7774], [-1.2551, -4.0668, 3.2749], [-1.6616, -8.4103, 1.5051], [-2.1510, -9.9461, 2.3543], [-0.6480, -9.0991, 2.8443], [3.3932, 9.1150, -1.2482], [2.2321, 8.7039, -2.0393], [1.9798, 9.3423, -3.3824], [2.3732, 7.0741, -2.2185], [1.5547, 6.3674, -3.1663], [1.9901, 4.8755, -3.4413], [0.7674, 8.9393, -0.9761], [1.7334, 6.9520, -4.0687], [0.5343, 6.3543, -2.7832], [1.9740, 4.2907, -2.5216], [3.0105, 4.6770, -3.7689], [1.2935, 4.4524, -4.1650], [0.5799, 9.9847, -0.7310], [0.8907, 8.5001, 0.0138], [-0.0367, 8.4214, -1.4987], [-1.0276, 5.8039, 3.1850], [-0.3184, 4.9789, 2.1979], [-1.0311, 4.2873, 1.1349], [0.8387, 5.9645, 1.4622], [1.6106, 5.3471, 0.4857], [3.0197, 5.8385, 0.6518], [0.8645, 3.7439, 2.8905], [1.2335, 5.4583, -0.5309], [1.6700, 4.2587, 0.4908], [3.1474, 6.8185, 0.1921], [3.6575, 5.1631, 0.0816], [3.2808, 5.8849, 1.7090], [1.1616, 2.9817, 2.1701], [0.3743, 3.1755, 3.6809], [1.6508, 4.3694, 3.3129], [3.7008, -0.0472, -2.1540], [4.3677, 0.9810, -2.9703], [4.7357, 2.2831, -2.3807], [5.7009, 0.3091, -3.7717], [6.8510, 1.0576, -4.0990], [7.7990, 0.1600, -4.8626], [3.3745, 1.2140, -4.5363], [7.2849, 1.5423, -3.2244], [6.4621, 1.7892, -4.8073], [7.2693, -0.2932, -5.7005], [7.9594, -0.6799, -4.1865], [8.7683, 0.5755, -5.1381], [2.6015, 1.9568, -4.3393], [3.1813, 0.2240, -4.9494], [4.0483, 1.5828, -5.3097], [-4.7567, -7.3318, -1.0323], [-4.3521, -5.9542, -1.0640], [-4.1828, -5.1065, 0.1256], [-2.9504, -5.8379, -1.9711], [-2.0189, -4.8051, -1.6428], [-0.9919, -4.6778, -2.7444], [-5.4879, -5.1524, -2.2055], [-1.5378, -5.0946, -0.7086], [-2.6322, -3.9227, -1.4598], [-0.2218, -3.9346, -2.5375], [-1.5695, -4.4040, -3.6273], [-0.5384, -5.6499, -2.9379], [-5.1616, -5.4610, -3.1987], [-5.5041, -4.0735, -2.0517], [-6.4806, -5.4487, -1.8667], [-2.9897, 7.6003, -3.0182], [-2.6775, 6.3971, -2.4533], [-2.4754, 6.2116, -1.1010], [-2.5808, 7.3135, -0.2483], [-2.9179, 8.5374, -0.7893], [-3.0574, 8.7063, -2.1667], [-2.5725, 5.5577, -3.1247], [-2.3962, 5.2061, -0.7149], [-2.5335, 7.2501, 0.8288], [-3.0186, 9.3913, -0.1359], [-3.3477, 9.6150, -2.6729], [-3.6542, -1.6329, 4.4900], [-4.0787, -2.1916, 3.3072], [-4.8624, -3.3175, 3.1951], [-5.2645, -3.9295, 4.3778], [-4.9123, -3.4034, 5.6023], [-4.0811, -2.2344, 5.6294], [-3.8426, -1.6567, 2.3992], [-5.0932, -3.6772, 2.2033], [-5.8748, -4.8112, 4.2488], [-5.2947, -3.8031, 6.5299], [-3.8565, -1.7826, 6.5842], [0.6112, -0.2313, -0.8535], [0.2927, -1.4717, -0.0122], [-0.9278, -1.1499, 0.8705], [-1.2434, -2.0951, 1.7117], [-0.7148, -0.0285, 1.5359], [0.0327, -2.5235, -0.8342], [1.4038, -1.7277, 0.7402], [-0.5896, 0.2101, -1.4377], [-0.4594, 1.4827, -2.0851], [-1.8665, 2.1920, -2.4220], [-1.8671, 3.1893, -3.3034], [-2.7621, 1.3862, -2.9226], [0.1834, 2.3478, -1.2669], [0.3838, 1.1542, -3.1009], [1.3433, -0.4753, -1.6233], [1.0821, 0.5432, -0.2481], [-1.7469, -0.9784, 0.1721], [-2.2805, 2.7088, -1.5562]], "forces_ev_per_a": [[1.935, 1.469, -1.024], [-0.980, 1.201, 1.612], [-0.460, -0.234, 0.881], [0.897, -1.937, 0.051], [-0.443, 1.277, 0.053], [-0.689, -0.165, 0.814], [-0.342, 0.079, -1.684], [-0.470, -0.592, -0.301], [0.007, -0.256, 0.314], [0.008, -0.001, 0.375], [0.730, -0.188, -0.406], [0.213, -0.321, -0.400], [0.279, 0.005, 0.408], [-0.328, -0.019, -0.315], [-0.287, -0.187, -0.129], [-0.029, 1.071, 0.378], [0.594, 0.998, 1.514], [-1.214, -1.346, 0.466], [2.837, 0.803, -2.853], [-0.392, -0.517, 1.153], [-0.706, 0.806, 0.175], [-1.179, -1.071, -0.942], [-0.222, -0.556, 0.458], [0.233, 0.047, -0.215], [0.256, -0.468, -0.068], [0.251, -0.338, 0.036], [0.098, 0.187, -0.073], [0.009, -0.100, -0.175], [-0.352, 0.391, -0.571], [-0.060, 0.084, 0.704], [1.208, 1.506, 0.796], [0.604, -0.469, -1.094], [-0.452, -0.158, -1.486], [-3.285, -1.826, 0.089], [-0.241, 2.039, 0.418], [1.011, -1.215, 0.249], [0.416, -1.652, 0.311], [0.949, -0.357, -0.459], [0.532, 0.609, 0.114], [-0.056, 0.119, 0.019], [-0.727, 0.542, 0.616], [0.196, -0.285, 0.260], [-0.352, 0.476, 0.454], [0.112, 0.676, -0.321], [0.080, -0.101, 0.173], [0.271, 0.454, -1.052], [-1.174, 2.081, -0.343], [-2.004, -1.161, 2.066], [3.434, 0.098, -1.086], [0.700, -0.444, 2.463], [-0.961, -0.725, -0.974], [-0.059, -0.917, -0.266], [0.104, 0.348, 0.100], [-0.164, -0.276, -0.205], [-0.103, 0.534, 0.047], [0.044, 0.118, -0.341], [-0.277, 0.043, 0.217], [0.047, 0.273, -0.118], [-0.119, -0.133, -0.152], [0.193, -0.275, -0.283], [0.527, 0.426, 0.426], [-1.820, -2.631, 0.194], [-1.432, 0.732, 0.158], [2.502, 0.096, -1.509], [-1.721, -1.143, 0.933], [-0.188, 0.188, -0.120], [0.776, 0.933, -0.039], [0.605, 0.358, -0.311], [0.148, 0.068, -0.214], [0.128, 0.172, -0.249], [-0.066, -0.091, 0.201], [0.085, 0.414, 0.141], [0.261, 0.019, -0.160], [0.291, -0.060, 0.204], [0.019, 0.476, 0.183], [-1.774, 0.534, -3.099], [0.807, -0.691, 0.894], [2.744, 1.044, 0.569], [-2.441, -1.444, -0.317], [2.262, 0.069, 1.292], [-1.220, 0.899, 0.103], [-0.344, 0.434, 1.143], [-0.715, -0.554, -0.698], [-0.193, -0.289, 0.209], [-0.101, 0.059, -0.299], [0.347, -0.621, 0.545], [0.643, 0.657, -0.154], [-0.104, -0.171, 0.107], [0.016, 0.171, -0.039], [0.000, -0.040, -0.263], [-1.663, -0.979, -1.380], [0.704, 1.896, -1.484], [0.508, -2.098, 3.665], [0.367, 0.977, 1.160], [0.835, -0.557, -1.072], [0.199, 0.798, 1.154], [0.302, -0.808, -0.212], [-0.948, -0.223, -0.314], [-0.158, 0.149, -0.383], [-0.542, -0.049, 0.162], [0.072, 0.771, -0.410], [-0.076, 0.071, 0.071], [0.109, 0.107, -0.907], [0.475, -0.544, -0.240], [-0.279, 0.408, 0.096], [1.689, -1.611, -1.854], [0.634, 0.186, -0.759], [0.266, 0.811, 1.107], [-2.815, -0.489, 1.869], [1.252, -1.137, -1.416], [0.199, 0.408, -0.781], [-1.083, 0.738, 0.724], [-0.293, 0.864, 0.018], [-0.477, -0.257, 0.960], [0.060, 0.103, 0.285], [0.326, 0.004, 0.242], [0.166, -0.174, -0.110], [0.064, 0.587, -0.220], [-0.163, 0.324, 0.085], [0.204, -0.407, -0.097], [1.682, 1.673, -1.508], [0.308, 0.417, -1.044], [-0.583, -2.527, -1.031], [-2.411, -1.065, 2.352], [0.084, 1.677, -1.286], [-0.526, -1.240, 1.037], [1.538, 0.057, 0.677], [-0.010, -0.057, -0.034], [0.416, 0.778, 0.174], [0.205, 0.279, -0.252], [0.481, -0.226, -0.130], [-0.340, 0.303, 0.010], [-0.302, -0.616, -0.068], [-0.876, -0.023, 0.662], [0.300, 0.585, 0.403], [0.829, 0.687, 0.366], [0.773, 1.901, -0.400], [-0.227, -1.709, -1.514], [-1.708, -1.314, 0.589], [0.136, 0.303, 1.183], [-0.948, -0.248, -0.432], [0.152, 0.196, 0.947], [0.032, 0.167, 0.159], [0.556, 0.432, -0.136], [-0.269, -0.127, 0.061], [0.354, 0.151, -0.341], [0.114, 0.034, 0.058], [-0.515, 0.093, 0.061], [0.669, 0.004, -0.242], [0.028, -0.539, -0.472], [0.662, 0.747, 1.714], [-0.270, 1.822, -0.594], [-0.380, 0.203, 0.649], [-0.533, -0.428, -0.407], [0.431, 0.971, -0.560], [-0.328, -3.294, -1.080], [-0.213, -0.008, -0.203], [0.408, 0.005, 0.158], [0.232, -0.354, 0.071], [-0.070, 0.133, 0.042], [0.125, 0.200, 0.244], [-0.880, -1.012, 0.097], [0.297, 0.804, 1.122], [0.571, 0.401, 0.560], [-0.254, -0.402, -0.630], [0.837, 1.472, -0.051], [-1.026, -1.064, -1.763], [0.419, 0.161, -0.023], [-0.190, -0.226, 0.083], [-0.103, -0.170, 0.497], [0.109, -0.153, 0.022], [0.317, 0.132, -0.036], [0.891, -0.295, -0.131], [0.569, 1.319, 0.154], [-0.419, -0.157, -2.846], [-0.131, -1.658, 1.388], [0.618, 1.346, 0.987], [0.013, 0.084, 0.609], [-0.658, -0.352, -0.396], [-1.699, 2.447, -0.521], [0.103, -2.197, 0.988], [0.000, 0.575, 1.346], [1.961, 1.253, -1.454], [-0.906, -2.465, -0.243], [-0.045, 0.099, -0.492], [-0.363, 1.532, -0.789], [0.028, -0.367, -0.010], [-0.298, -0.140, 0.341], [-0.325, -0.093, 0.084], [0.456, -0.847, 0.984]], "lowdin_charge": [-0.31, 0.69, -0.30, -0.30, -0.24, -0.05, -0.07, 0.11, 0.11, 0.06, 0.04, 0.09, 0.05, 0.07, 0.06, -0.30, 0.69, -0.30, -0.26, -0.31, -0.06, -0.07, 0.12, 0.11, 0.08, 0.08, 0.08, 0.07, 0.04, 0.03, -0.29, 0.68, -0.30, -0.27, -0.31, -0.04, -0.08, 0.11, 0.09, 0.06, 0.08, 0.08, 0.06, 0.07, 0.07, -0.28, 0.70, -0.31, -0.25, -0.34, -0.06, -0.10, 0.10, 0.13, 0.07, 0.09, 0.07, 0.07, 0.03, 0.05, -0.31, 0.67, -0.28, -0.26, -0.27, -0.07, -0.09, 0.11, 0.12, 0.04, 0.08, 0.09, 0.07, 0.04, 0.05, -0.32, 0.70, -0.30, -0.27, -0.32, -0.06, -0.10, 0.13, 0.12, 0.08, 0.09, 0.06, 0.07, 0.07, 0.06, -0.31, 0.69, -0.32, -0.29, -0.22, -0.05, -0.10, 0.11, 0.10, 0.05, 0.07, 0.08, 0.08, 0.06, 0.04, -0.29, 0.70, -0.32, -0.26, -0.35, -0.04, -0.10, 0.10, 0.10, 0.06, 0.09, 0.09, 0.06, 0.05, 0.08, -0.31, 0.72, -0.31, -0.30, -0.30, -0.05, -0.08, 0.12, 0.11, 0.09, 0.05, 0.09, 0.05, 0.06, 0.06, -0.28, 0.66, -0.31, -0.27, -0.29, -0.05, -0.11, 0.11, 0.10, 0.04, 0.08, 0.09, 0.07, 0.07, 0.07, 0.06, -0.16, -0.07, -0.07, -0.10, -0.11, 0.08, 0.07, 0.11, 0.10, 0.10, 0.06, -0.16, -0.05, -0.07, -0.05, -0.13, 0.08, 0.10, 0.11, 0.10, 0.08, -0.08, -0.39, -0.37, 0.14, 0.12, 0.12, 0.11, 0.01, -0.40, -0.30, 0.09, 0.13, 0.13, 0.12, 0.12, 0.13, 0.16, 0.15], "e_lumo_ev": 0.045, "de_lowest_kcal_mol": 0.0, "homo_ev": -9.84, "orbital_gap_ev": 9.89, "e_tot_ha": -8993.47025}